Record 1
ORCA calculation (ωB97M-V/def2-TZVPD) on C49H60KN11O6P2S4 as an isolated structure in a non-equilibrium geometry.

Each line ends with the Löwdin charge.
Geometry (Å):
K1 -0.373 -0.725 -0.358  0.44
C1 -6.278 -0.618 0.822  -0.44
S1 -5.939 1.051 1.453  0.73
C2 -4.134 0.822 1.734  -1.12
S2 -3.635 -0.443 2.711  0.59
N1 -3.475 1.789 1.248  -0.10
N2 -2.378 2.039 0.652  0.01
C3 -1.677 3.104 0.851  -0.12
C4 -0.725 3.556 -0.124  -0.28
C5 0.019 4.727 0.108  -0.03
C6 0.878 5.186 -0.866  -0.08
C7 0.964 4.488 -2.065  -0.07
C8 0.171 3.360 -2.217  -0.16
N3 -0.634 2.892 -1.284  0.12
H1 -7.349 -0.790 0.889  0.02
H2 -5.724 -1.321 1.442  -0.02
H3 -5.947 -0.686 -0.212  0.02
H4 -1.855 3.754 1.711  0.11
H5 -0.088 5.267 1.038  0.11
H6 1.471 6.076 -0.711  0.11
H7 1.631 4.818 -2.847  0.10
H8 0.182 2.798 -3.146  0.10
N4 -0.481 0.241 -4.348  -0.14
P1 -1.659 0.096 -3.136  1.05
C9 -2.659 1.595 -3.500  -0.37
C10 -2.786 2.150 -4.768  -0.09
C11 -3.486 3.331 -4.945  -0.10
C12 -4.083 3.958 -3.863  -0.10
C13 -3.995 3.385 -2.605  -0.07
C14 -3.279 2.216 -2.425  -0.12
C15 -2.763 -1.086 -4.003  -0.35
C16 -2.242 -2.072 -4.836  -0.11
C17 -3.085 -2.954 -5.488  -0.09
C18 -4.454 -2.882 -5.292  -0.11
C19 -4.976 -1.936 -4.423  -0.09
C20 -4.137 -1.047 -3.780  -0.09
C21 0.858 0.247 -4.050  -0.42
C22 1.821 0.388 -5.055  -0.03
C23 3.145 0.470 -4.676  -0.08
C24 3.468 0.374 -3.329  -0.06
C25 2.440 0.187 -2.419  -0.17
N5 1.166 0.144 -2.765  0.06
H9 -0.729 0.176 -5.329  0.10
H10 -2.337 1.673 -5.630  0.09
H11 -3.558 3.774 -5.929  0.09
H12 -4.620 4.887 -4.005  0.09
H13 -4.468 3.860 -1.757  0.11
H14 -3.167 1.787 -1.441  0.07
H15 -1.171 -2.163 -4.958  0.10
H16 -2.673 -3.705 -6.148  0.10
H17 -5.115 -3.563 -5.810  0.09
H18 -6.043 -1.891 -4.250  0.10
H19 -4.540 -0.306 -3.102  0.10
H20 1.529 0.441 -6.095  0.10
H21 3.918 0.601 -5.421  0.10
H22 4.494 0.426 -2.997  0.10
H23 2.641 0.053 -1.368  0.08
S3 1.412 -3.301 -2.338  0.51
C26 2.402 -3.075 -0.988  -0.89
C27 3.488 -3.956 -0.757  -0.15
C28 4.281 -3.782 0.343  -0.11
C29 4.010 -2.717 1.208  -0.10
C30 2.938 -1.899 0.903  -0.19
N6 2.148 -2.055 -0.145  -0.05
H24 3.663 -4.747 -1.473  0.08
H25 5.118 -4.447 0.536  0.09
H26 4.617 -2.540 2.085  0.08
H27 2.694 -1.053 1.531  0.08
C31 1.031 -0.129 5.411  -0.06
C32 -0.344 -0.648 4.976  -0.63
C33 -1.447 0.286 5.496  -0.07
C34 -0.562 -2.059 5.528  -0.05
N7 -0.345 -0.799 3.508  -0.09
N8 -0.400 0.384 2.727  0.01
H28 1.115 -0.137 6.497  0.08
H29 1.190 0.891 5.067  0.06
H30 1.800 -0.768 4.985  0.08
H31 -1.511 0.243 6.582  0.08
H32 -2.405 -0.009 5.072  0.02
H33 -1.247 1.319 5.213  0.07
H34 -0.447 -2.075 6.610  0.08
H35 0.159 -2.741 5.083  0.08
H36 -1.565 -2.401 5.282  0.07
H37 -1.194 -1.305 3.255  0.00
H38 0.446 0.929 2.848  0.03
H39 -1.203 0.965 2.978  0.03
O1 5.695 7.126 -1.483  -0.38
S4 6.893 7.222 -0.665  0.40
O2 8.129 6.940 -1.385  -0.38
O3 6.942 8.404 0.190  -0.38
C35 6.790 5.841 0.535  -0.36
N9 7.879 5.614 1.254  0.11
C36 7.831 4.603 2.103  -0.13
C37 6.729 3.769 2.210  0.00
C38 5.636 4.081 1.398  -0.22
N10 5.676 5.143 0.594  0.17
C39 4.423 3.257 1.340  -0.15
C40 4.050 2.390 2.367  -0.01
C41 2.933 1.595 2.188  -0.16
N11 2.192 1.602 1.092  0.09
C42 2.536 2.432 0.119  -0.13
C43 3.622 3.287 0.198  0.03
H40 8.722 4.444 2.705  0.10
H41 6.738 2.910 2.862  0.10
H42 4.603 2.342 3.292  0.10
H43 2.634 0.897 2.961  0.08
H44 1.924 2.390 -0.769  0.08
H45 3.877 3.966 -0.600  0.12
C44 -2.954 -4.885 3.712  -0.08
C45 -3.795 -3.943 2.860  -0.33
O4 -3.340 -3.856 1.527  -0.31
P2 -1.988 -3.001 1.154  0.83
O5 -2.233 -2.891 -0.440  -0.37
C46 -1.930 -3.936 -1.359  -0.31
C47 -2.947 -5.060 -1.331  -0.07
O6 -0.980 -4.289 1.247  -0.31
C48 0.357 -4.170 1.688  -0.30
C49 0.742 -5.475 2.370  -0.06
H46 -3.437 -5.056 4.674  0.07
H47 -1.972 -4.448 3.876  0.05
H48 -2.822 -5.835 3.197  0.08
H49 -3.810 -2.945 3.311  0.03
H50 -4.824 -4.317 2.794  0.12
H51 -0.934 -4.337 -1.162  0.06
H52 -1.907 -3.463 -2.343  0.09
H53 -2.901 -5.560 -0.371  0.06
H54 -2.730 -5.769 -2.126  0.07
H55 -3.948 -4.663 -1.466  0.07
H56 0.465 -3.311 2.358  0.10
H57 1.012 -4.015 0.830  0.09
H58 0.071 -5.691 3.198  0.06
H59 1.763 -5.423 2.738  0.07
H60 0.664 -6.285 1.649  0.08

Summary:
LUMO, eV: 3.356
Net charge: -2

=====

Record 2
ORCA calculation (ωB97M-V/def2-TZVPD) on one molecule with the formula C20H28N2O3.

Each line ends with the Löwdin charge.
Geometry (Å):
C1 -5.823 -0.040 -2.439  -0.10
C2 -5.737 -1.248 -1.515  -0.25
C3 -6.855 -1.297 -0.472  -0.18
C4 -6.742 -0.231 0.623  -0.19
O1 -5.621 -0.463 1.456  -0.05
C5 -4.417 0.109 1.174  -0.29
C6 -4.237 1.360 0.587  -0.02
C7 -2.964 1.857 0.387  -0.01
C8 -1.844 1.128 0.773  -0.22
N1 -0.581 1.669 0.532  0.14
C9 0.638 1.146 0.740  -0.37
O2 0.925 0.056 1.206  0.07
C10 1.723 2.128 0.276  -0.40
O3 1.434 3.211 -0.207  0.06
N2 2.947 1.645 0.486  0.09
C11 4.167 2.249 0.019  -0.15
C12 4.826 1.376 -1.062  -0.13
C13 5.086 -0.010 -0.536  -0.27
C14 4.221 -0.997 -0.736  -0.06
C15 4.364 -2.377 -0.174  -0.19
C16 5.414 -2.424 0.932  -0.20
C17 6.661 -1.671 0.485  -0.20
C18 6.329 -0.194 0.291  -0.16
C19 -2.019 -0.110 1.387  0.00
C20 -3.289 -0.606 1.583  0.01
H1 -5.671 0.887 -1.894  0.05
H2 -6.795 0.000 -2.926  0.07
H3 -5.056 -0.103 -3.208  0.07
H4 -4.768 -1.255 -1.010  0.10
H5 -5.797 -2.157 -2.119  0.11
H6 -6.842 -2.274 0.015  0.11
H7 -7.822 -1.175 -0.966  0.11
H8 -7.610 -0.303 1.286  0.13
H9 -6.728 0.770 0.186  0.10
H10 -5.080 1.966 0.295  0.11
H11 -2.837 2.827 -0.072  0.12
H12 -0.547 2.600 0.116  0.14
H13 2.991 0.692 0.834  0.13
H14 4.851 2.379 0.864  0.12
H15 3.908 3.230 -0.385  0.12
H16 4.158 1.328 -1.923  0.12
H17 5.758 1.852 -1.372  0.11
H18 3.344 -0.832 -1.349  0.11
H19 4.642 -3.062 -0.982  0.12
H20 3.395 -2.708 0.208  0.11
H21 5.014 -1.956 1.835  0.12
H22 5.658 -3.460 1.172  0.11
H23 7.014 -2.091 -0.459  0.12
H24 7.458 -1.778 1.223  0.11
H25 6.183 0.278 1.269  0.12
H26 7.166 0.318 -0.191  0.12
H27 -1.157 -0.676 1.698  0.10
H28 -3.437 -1.564 2.057  0.12

Summary:
Energy relative to the best compared isomer or geometry (same formula, charge and spin), kJ/mol: 89.3
LUMO, eV: 0.825
Structure (SMILES): CCCCOc1ccc(NC(=O)C(=O)NCCC2=CCCCC2)cc1

=====

Record 3
ORCA calculation (ωB97M-V/def2-TZVPD) on C71H77Ge2InN4O4S7 as an isolated structure.

Each line ends with the Löwdin charge.
Geometry (Å):
In1 -0.128 -0.377 -0.584  0.54
O1 2.573 -2.126 -3.336  0.02
C1 1.868 -1.776 -2.391  -0.59
O2 0.976 -0.870 -2.397  -0.11
C2 2.083 -2.499 -1.061  -0.17
C3 3.112 -3.418 -0.923  0.00
C4 3.295 -4.028 0.305  -0.07
C5 2.434 -3.716 1.345  -0.05
C6 1.422 -2.797 1.124  -0.11
N1 1.263 -2.200 -0.057  0.06
H1 3.733 -3.618 -1.783  0.11
H2 4.097 -4.743 0.450  0.10
H3 2.534 -4.173 2.321  0.10
H4 0.700 -2.532 1.889  0.02
C7 -0.639 -7.499 3.246  -0.05
C8 -1.314 -6.298 3.853  -0.27
C9 -0.577 -5.250 4.386  -0.01
C10 -1.189 -4.113 4.902  -0.20
C11 -0.354 -3.015 5.501  -0.04
C12 -2.585 -4.015 4.847  -0.16
C13 -3.347 -5.085 4.371  -0.25
C14 -4.851 -5.026 4.309  -0.04
C15 -2.697 -6.211 3.881  -0.03
C16 -3.264 -2.766 5.312  -0.22
C17 -3.590 -2.679 6.664  -0.05
C18 -4.215 -1.555 7.175  -0.08
C19 -4.520 -0.507 6.324  -0.05
C20 -4.206 -0.574 4.969  -0.22
C21 -3.576 -1.713 4.435  -0.17
Ge1 -2.964 -1.720 2.525  0.03
S1 -0.991 -0.906 2.455  0.20
S2 -4.368 -0.704 1.055  0.37
Ge2 -3.602 -2.327 -0.282  0.03
S3 -1.750 -2.228 -1.387  0.26
S4 -3.274 -3.714 1.490  0.33
C22 -4.929 -2.942 -1.639  -0.20
C23 -5.382 -4.266 -1.682  -0.22
C24 -6.107 -4.734 -2.780  -0.04
C25 -6.410 -3.899 -3.840  -0.08
C26 -5.998 -2.578 -3.791  -0.04
C27 -5.265 -2.093 -2.711  -0.21
C28 -4.924 -0.637 -2.738  -0.14
C29 -5.694 0.267 -2.003  -0.22
C30 -6.868 -0.174 -1.164  -0.05
C31 -5.378 1.622 -2.055  -0.02
C32 -4.315 2.092 -2.805  -0.28
C33 -3.902 3.537 -2.763  -0.05
C34 -3.597 1.184 -3.574  -0.01
C35 -3.897 -0.168 -3.573  -0.21
C36 -3.137 -1.095 -4.484  -0.05
C37 -5.185 -5.272 -0.592  -0.18
C38 -4.169 -6.220 -0.668  -0.23
C39 -3.068 -6.125 -1.693  -0.03
C40 -4.141 -7.258 0.265  -0.02
C41 -5.098 -7.371 1.257  -0.28
C42 -5.098 -8.529 2.219  -0.07
C43 -6.072 -6.380 1.348  -0.04
C44 -6.117 -5.323 0.455  -0.24
C45 -7.113 -4.211 0.638  -0.02
C46 -4.579 0.587 4.102  -0.17
C47 -5.795 0.589 3.417  -0.28
C48 -6.792 -0.534 3.546  -0.04
C49 -6.072 1.628 2.533  -0.06
C50 -5.167 2.654 2.313  -0.27
C51 -5.409 3.688 1.249  -0.05
C52 -3.999 2.674 3.063  -0.01
C53 -3.694 1.667 3.967  -0.20
C54 -2.415 1.734 4.756  -0.04
H5 0.441 -7.359 3.197  0.07
H6 -1.002 -7.668 2.230  0.07
H7 -0.839 -8.405 3.824  0.07
H8 0.507 -5.309 4.392  0.11
H9 0.677 -3.349 5.634  0.07
H10 -0.745 -2.704 6.472  0.08
H11 -0.353 -2.136 4.852  0.03
H12 -5.252 -4.184 4.868  0.07
H13 -5.289 -5.946 4.706  0.08
H14 -5.165 -4.918 3.269  0.04
H15 -3.290 -7.020 3.467  0.10
H16 -3.341 -3.511 7.313  0.12
H17 -4.463 -1.497 8.229  0.09
H18 -5.011 0.384 6.701  0.12
H19 -6.433 -5.768 -2.784  0.12
H20 -6.968 -4.271 -4.691  0.09
H21 -6.242 -1.896 -4.598  0.12
H22 -7.288 -1.118 -1.512  0.07
H23 -7.653 0.585 -1.193  0.07
H24 -6.573 -0.309 -0.120  0.01
H25 -5.958 2.317 -1.456  0.10
H26 -4.514 4.100 -2.057  0.06
H27 -3.992 4.007 -3.746  0.07
H28 -2.859 3.619 -2.452  0.07
H29 -2.751 1.535 -4.159  0.12
H30 -2.168 -0.665 -4.738  0.08
H31 -3.694 -1.262 -5.412  0.08
H32 -2.956 -2.059 -4.014  0.04
H33 -3.143 -5.222 -2.295  0.07
H34 -3.074 -6.990 -2.362  0.08
H35 -2.100 -6.094 -1.188  0.09
H36 -3.341 -7.992 0.208  0.11
H37 -4.165 -9.092 2.159  0.07
H38 -5.918 -9.219 2.001  0.07
H39 -5.223 -8.188 3.249  0.06
H40 -6.801 -6.422 2.153  0.11
H41 -7.828 -4.458 1.424  0.07
H42 -7.657 -3.998 -0.283  0.08
H43 -6.591 -3.292 0.925  0.07
H44 -6.577 -1.179 4.397  0.07
H45 -6.769 -1.156 2.646  0.05
H46 -7.802 -0.136 3.660  0.08
H47 -6.995 1.597 1.960  0.12
H48 -6.476 3.840 1.076  0.07
H49 -4.957 3.363 0.309  0.06
H50 -4.960 4.646 1.517  0.07
H51 -3.287 3.481 2.920  0.11
H52 -1.974 2.731 4.682  0.07
H53 -1.690 1.013 4.369  0.02
H54 -2.579 1.497 5.810  0.08
C55 5.132 2.287 -3.507  -0.08
C56 4.038 1.227 -3.601  -0.21
N2 2.700 1.808 -3.609  -0.13
C57 2.065 1.953 -4.908  -0.26
C58 1.502 0.652 -5.457  -0.08
C59 2.080 2.126 -2.456  -0.78
S5 0.472 2.658 -2.409  0.66
N3 2.887 2.108 -1.363  0.10
C60 2.701 1.451 -0.253  -0.45
O3 1.879 0.529 0.036  -0.09
C61 3.669 1.813 0.849  -0.13
C62 4.305 3.048 0.872  -0.05
C63 5.175 3.370 1.903  -0.11
C64 5.430 2.449 2.913  -0.12
C65 4.800 1.212 2.890  -0.11
C66 3.915 0.901 1.868  -0.07
H55 6.118 1.831 -3.630  0.06
H56 5.089 2.780 -2.537  0.06
H57 5.004 3.042 -4.288  0.07
H58 4.120 0.518 -2.783  0.12
H59 4.144 0.657 -4.524  0.11
H60 2.813 2.376 -5.590  0.11
H61 1.264 2.680 -4.794  0.05
H62 2.265 -0.120 -5.557  0.06
H63 1.056 0.832 -6.440  0.07
H64 0.742 0.264 -4.781  0.06
H65 4.099 3.748 0.072  0.11
H66 5.656 4.341 1.921  0.09
H67 6.114 2.697 3.717  0.09
H68 4.983 0.494 3.680  0.10
H69 3.383 -0.042 1.853  0.11
S6 1.391 1.412 3.861  0.68
C67 1.414 3.016 4.108  -1.14
N4 1.625 3.658 5.293  -0.09
C68 1.256 5.059 5.342  -0.26
C69 1.557 5.583 3.945  -0.44
S7 1.124 4.207 2.842  0.94
H70 1.580 3.079 6.116  0.12
H71 1.846 5.579 6.099  0.11
H72 0.192 5.185 5.576  0.11
H73 2.616 5.816 3.832  0.07
H74 0.961 6.458 3.694  0.07
C70 -0.943 2.364 0.903  -0.14
C71 -1.445 1.325 -0.071  -0.53
O4 -2.550 1.376 -0.548  -0.05
H75 -1.593 3.243 0.892  0.08
H76 0.082 2.638 0.652  0.02
H77 -0.950 1.902 1.894  0.02

Summary:
Energy relative to the best compared isomer or geometry (same formula, charge and spin), kJ/mol: 0.0
LUMO, eV: 3.371
Net charge: -2

=====

- Among the records above, which one has the lowest LUMO?
  C20H28N2O3

=====

- Among the records above, which one has the lowest LUMO?
  C20H28N2O3